No. 1
This record from the OMol25 dataset describes a molecular structure, C43H66N2O2SiTi. The level of theory is ωB97M-V with the def2-TZVPD basis set.

The geometry in XYZ format:
```
115
Properties=species:S:1:pos:R:3:lowdin_charge:R:1
Ti -0.154 0.226 -0.488 1.156
C 5.707 4.814 0.265 -0.046
C 5.640 3.437 -0.410 -0.555
C 6.401 2.440 0.464 -0.072
C 6.337 3.505 -1.775 -0.046
C 4.177 3.034 -0.605 -0.160
C 3.648 1.876 -0.038 0.049
C 2.321 1.555 -0.262 -0.188
N 1.639 0.414 0.180 -0.033
C 2.255 -0.822 0.455 -0.196
C 3.325 -1.057 1.285 0.028
C 3.809 -2.366 1.425 -0.156
C 3.187 -3.374 0.716 0.019
C 2.066 -3.185 -0.119 -0.085
C 1.598 -1.886 -0.200 -0.220
O 0.456 -1.474 -0.846 -0.212
C 1.517 -4.407 -0.863 -0.530
C 1.043 -5.457 0.151 -0.036
C 0.355 -4.094 -1.808 -0.052
C 2.648 -5.004 -1.717 -0.045
C 4.996 -2.613 2.356 -0.555
C 6.193 -1.773 1.891 -0.044
C 4.611 -2.198 3.783 -0.045
C 5.420 -4.081 2.383 -0.067
C 1.506 2.384 -1.063 -0.210
O 0.242 1.874 -1.209 -0.196
C 1.992 3.558 -1.623 -0.083
C 3.343 3.836 -1.368 0.001
C 1.227 4.528 -2.529 -0.534
C 1.442 5.970 -2.043 -0.049
C -0.282 4.293 -2.560 -0.065
C 1.771 4.391 -3.957 -0.039
H 6.747 5.116 0.407 0.084
H 5.221 4.789 1.242 0.091
H 5.213 5.580 -0.334 0.076
H 7.435 2.770 0.577 0.085
H 6.419 1.442 0.022 0.084
H 5.967 2.366 1.464 0.086
H 7.386 3.787 -1.653 0.084
H 5.866 4.240 -2.429 0.076
H 6.298 2.537 -2.277 0.091
H 4.264 1.222 0.555 0.079
H 3.755 -0.242 1.849 0.107
H 3.567 -4.381 0.809 0.091
H 0.238 -5.064 0.774 0.075
H 1.852 -5.779 0.808 0.079
H 0.667 -6.338 -0.375 0.088
H -0.523 -3.745 -1.270 0.050
H 0.087 -5.010 -2.341 0.089
H 0.621 -3.336 -2.545 0.092
H 3.498 -5.322 -1.114 0.076
H 3.006 -4.275 -2.446 0.094
H 2.279 -5.878 -2.260 0.085
H 5.964 -0.706 1.907 0.068
H 6.483 -2.038 0.872 0.093
H 7.050 -1.940 2.547 0.085
H 4.337 -1.143 3.835 0.075
H 5.451 -2.358 4.464 0.084
H 3.762 -2.783 4.142 0.089
H 5.728 -4.430 1.395 0.087
H 4.613 -4.726 2.738 0.086
H 6.268 -4.205 3.058 0.085
H 3.761 4.732 -1.809 0.098
H 1.106 6.083 -1.011 0.094
H 0.866 6.656 -2.667 0.084
H 2.486 6.280 -2.095 0.072
H -0.714 4.358 -1.562 0.082
H -0.545 3.323 -2.978 0.078
H -0.745 5.067 -3.178 0.089
H 2.841 4.602 -4.000 0.080
H 1.260 5.089 -4.625 0.085
H 1.613 3.379 -4.337 0.091
C 0.808 1.611 3.127 -0.043
C -0.379 0.693 3.449 -0.352
C -0.088 -0.780 3.173 -0.056
C -1.654 1.305 2.878 -0.129
C -2.287 2.220 3.722 -0.045
C -3.390 2.948 3.328 -0.073
C -3.885 2.777 2.047 -0.036
C -3.300 1.878 1.164 -0.151
C -3.842 1.786 -0.252 -0.386
C -3.116 2.778 -1.159 -0.049
C -5.352 1.994 -0.352 -0.075
C -2.183 1.123 1.588 -0.216
N -1.635 0.161 0.676 -0.177
H 0.900 1.813 2.062 0.060
H 1.749 1.162 3.457 0.078
H 0.688 2.570 3.633 0.082
H -0.515 0.751 4.534 0.123
H 0.132 -1.011 2.133 0.038
H -0.936 -1.399 3.469 0.075
H 0.775 -1.094 3.764 0.085
H -1.884 2.357 4.720 0.113
H -3.858 3.646 4.009 0.103
H -4.743 3.354 1.729 0.106
H -3.628 0.791 -0.640 0.076
H -3.300 3.803 -0.827 0.094
H -3.466 2.691 -2.191 0.090
H -2.040 2.619 -1.147 0.038
H -5.624 3.038 -0.184 0.075
H -5.904 1.386 0.365 0.077
H -5.695 1.738 -1.357 0.083
C -2.604 -1.532 -1.517 -0.152
Si -2.559 -1.332 0.373 0.455
C -1.784 -2.865 1.116 -0.169
C -4.293 -1.235 1.067 -0.137
H -3.585 -1.259 -1.912 0.039
H -2.386 -2.564 -1.793 0.030
H -1.880 -0.928 -2.085 0.022
H -2.252 -3.742 0.657 0.046
H -1.960 -2.926 2.191 0.033
H -0.710 -2.927 0.943 0.011
H -4.989 -0.676 0.443 0.022
H -4.296 -0.786 2.062 0.049
H -4.670 -2.256 1.166 0.041
```

Relative energy (zero: lowest compared OMol25 entry of this formula, charge and spin), kJ/mol: 0.00
E, Ha: -3077.25805


No. 2
This record from the OMol25 dataset describes 4 unconnected molecules or ions with the total composition C43H66O11. The level of theory is ωB97M-V with the def2-TZVPD basis set.

The geometry in XYZ format:
```
120
Properties=species:S:1:pos:R:3:lowdin_charge:R:1
C 10.800 -0.668 0.992 -0.114
C 10.188 -2.083 1.119 -0.242
C 8.675 -2.179 0.814 -0.213
C 8.194 -1.342 -0.389 -0.212
C 7.737 0.067 0.057 -0.207
C 6.284 0.066 0.601 -0.202
C 6.068 1.020 1.812 -0.192
C 5.412 2.384 1.435 -0.207
C 4.214 2.754 2.345 -0.205
C 2.830 2.359 1.716 -0.198
C 1.961 3.629 1.537 -0.217
C 0.453 3.267 1.505 -0.213
C -0.367 4.302 0.691 -0.215
C -1.725 4.656 1.323 -0.219
C -2.693 3.433 1.399 -0.202
C -3.657 3.489 0.191 -0.197
C -4.888 2.535 0.364 -0.195
C -6.231 3.294 0.524 -0.202
C -7.368 2.697 -0.353 -0.194
C -7.446 1.169 -0.054 -0.136
C -8.792 0.557 -0.380 -0.138
C -9.575 0.954 -1.446 -0.025
C -10.792 0.375 -1.697 -0.059
C -11.310 -0.611 -0.889 -0.004
C -10.548 -0.992 0.191 -0.091
C -9.305 -0.441 0.448 -0.038
C -8.574 -0.964 1.671 -0.247
O -7.382 -1.220 1.687 0.122
C -9.477 -1.187 2.868 -0.095
C -9.093 -0.847 4.146 -0.002
C -10.007 -1.056 5.157 -0.071
C -11.259 -1.569 4.908 -0.069
C -11.629 -1.923 3.627 -0.004
C -10.722 -1.720 2.611 -0.098
C -11.047 -2.036 1.168 -0.246
O -11.625 -3.055 0.825 0.115
H 11.891 -0.800 0.938 0.068
H 10.519 -0.145 0.075 0.056
H 10.633 -0.063 1.890 0.072
H 10.311 -2.381 2.170 0.100
H 10.784 -2.792 0.534 0.091
H 8.479 -3.234 0.561 0.100
H 8.062 -1.991 1.707 0.107
H 7.387 -1.819 -0.954 0.108
H 9.045 -1.212 -1.072 0.096
H 7.765 0.724 -0.822 0.111
H 8.377 0.471 0.847 0.088
H 5.957 -0.931 0.925 0.102
H 5.602 0.375 -0.201 0.100
H 7.028 1.244 2.293 0.100
H 5.424 0.521 2.545 0.100
H 5.110 2.413 0.382 0.099
H 6.172 3.164 1.571 0.100
H 4.333 2.341 3.353 0.104
H 4.212 3.847 2.448 0.091
H 2.338 1.639 2.379 0.105
H 3.028 1.913 0.736 0.104
H 2.270 4.145 0.620 0.112
H 2.135 4.306 2.381 0.107
H 0.082 3.306 2.540 0.113
H 0.320 2.246 1.134 0.105
H 0.217 5.217 0.538 0.104
H -0.576 3.870 -0.298 0.110
H -1.608 5.151 2.296 0.107
H -2.184 5.402 0.660 0.095
H -3.238 3.447 2.351 0.109
H -2.077 2.527 1.379 0.102
H -4.010 4.510 0.025 0.096
H -3.083 3.128 -0.670 0.108
H -4.891 1.869 -0.506 0.098
H -4.700 1.907 1.242 0.108
H -6.120 4.367 0.338 0.101
H -6.562 3.135 1.562 0.108
H -7.040 2.834 -1.394 0.112
H -8.322 3.202 -0.175 0.112
H -6.682 0.685 -0.671 0.126
H -7.173 1.040 0.994 0.103
H -9.231 1.750 -2.104 0.120
H -11.407 0.682 -2.540 0.115
H -12.276 -1.074 -1.059 0.117
H -8.109 -0.430 4.337 0.127
H -9.779 -0.798 6.188 0.111
H -11.976 -1.700 5.714 0.112
H -12.601 -2.342 3.379 0.127
C 14.632 -4.169 -3.382 -0.034
O 13.474 -4.144 -2.545 -0.010
C 13.228 -5.289 -1.905 -0.623
O 13.880 -6.296 -1.975 0.132
O 12.129 -5.109 -1.174 -0.005
C 11.727 -6.253 -0.418 -0.038
H 14.716 -3.186 -3.840 0.087
H 15.527 -4.361 -2.794 0.100
H 14.523 -4.915 -4.168 0.100
H 12.500 -6.534 0.295 0.099
H 11.493 -7.087 -1.077 0.099
H 10.829 -5.974 0.128 0.090
C -18.143 -2.492 -3.379 -0.044
O -16.732 -2.371 -3.195 0.001
C -16.249 -3.094 -2.182 -0.625
O -16.891 -3.803 -1.454 0.125
O -14.933 -2.892 -2.120 0.002
C -14.275 -3.611 -1.072 -0.039
H -18.409 -1.862 -4.224 0.092
H -18.414 -3.522 -3.606 0.097
H -18.677 -2.144 -2.496 0.097
H -14.392 -4.685 -1.208 0.102
H -14.656 -3.306 -0.099 0.100
H -13.218 -3.366 -1.124 0.068
C 11.771 3.563 -4.104 -0.043
O 11.200 2.275 -3.874 0.003
C 12.096 1.307 -3.674 -0.624
O 13.291 1.441 -3.675 0.125
O 11.436 0.167 -3.473 0.003
C 12.277 -0.965 -3.242 -0.044
H 10.946 4.256 -4.251 0.092
H 12.353 3.885 -3.242 0.098
H 12.389 3.555 -5.000 0.097
H 12.878 -0.821 -2.345 0.100
H 12.915 -1.151 -4.105 0.093
H 11.630 -1.825 -3.093 0.092
```

SMILES string: CCCCCCCCCCCCCCCCCCCCc1cccc2c1C(=O)c1ccccc1C2=O.COC(=O)OC.COC(=O)OC.COC(=O)OC
E, Ha: -2505.71041


| no. | Kohn-Sham gap (eV) | HOMO level (eV) | lowest unoccupied orbital energy (eV) |
| --- | --- | --- | --- |
| 1 | 7.1339 | -7.4 | -0.24 |
| 2 | 9.1142 | -9.6 | -0.44 |